[1]
{
  "formula": "C20H29ClNbO5",
  "method": "ωB97M-V with the def2-TZVPD basis set",
  "lumo_ha": 0.018,
  "e_homo_ev": -4.39,
  "spin_multiplicity": 1,
  "total_energy_ha": -1672.660953,
  "charge": -1,
  "species": ["C", "C", "C", "C", "Nb", "Cl", "C", "C", "C", "C", "O", "H", "H", "H", "H", "H", "H", "H", "H", "H", "H", "H", "H", "H", "H", "H", "H", "H", "H", "H", "H", "H", "C", "C", "C", "O", "C", "C", "C", "O", "H", "H", "H", "H", "C", "C", "C", "O", "C", "C", "C", "O", "H", "H", "H", "H"],
  "coordinates": [[0.7145, 4.8830, -1.2530], [-0.7337, 4.4324, -0.9953], [-0.9932, 2.9407, -1.2613], [-2.4432, 2.7266, -1.7848], [-0.5767, 1.5672, 0.5164], [1.4779, 2.7302, 1.2632], [-1.9655, 2.6839, 1.9194], [-1.4209, 2.7292, 3.3652], [0.7246, 0.2562, -0.8592], [0.5058, -1.2467, -0.7065], [0.8164, -1.7131, 0.6108], [1.2969, 4.1200, -1.7587], [0.7422, 5.8158, -1.8098], [1.2186, 5.0720, -0.3100], [-1.3826, 4.9986, -1.6685], [-1.0127, 4.7430, 0.0109], [-0.3150, 2.6491, -2.0612], [-2.9034, 3.6707, -2.0781], [-2.4674, 2.0204, -2.6094], [-3.0827, 2.3078, -1.0111], [-0.2948, 0.3139, 1.8315], [-1.9503, 0.4836, -0.0002], [-2.1642, 3.7109, 1.6032], [-2.9352, 2.1836, 1.9349], [-2.0920, 3.3154, 3.9960], [-1.3760, 1.7219, 3.7641], [-0.4316, 3.1726, 3.4024], [0.5829, 0.5002, -1.9136], [1.7735, 0.4238, -0.6278], [-0.5152, -1.5085, -0.9897], [1.1797, -1.8098, -1.3602], [-0.0123, -1.8432, 1.1018], [6.6925, -2.2734, -0.5086], [5.7638, -1.9078, -1.3871], [4.4708, -1.3246, -0.9429], [3.6272, -0.9949, -1.7458], [4.2546, -1.1637, 0.5205], [5.1897, -1.5319, 1.3942], [6.4768, -2.1132, 0.9514], [7.3332, -2.4490, 1.7459], [7.6412, -2.7008, -0.8087], [5.9000, -2.0152, -2.4560], [3.3061, -0.7371, 0.8301], [5.0546, -1.4252, 2.4627], [-4.2229, -3.8061, 1.3354], [-5.0781, -4.3653, 0.4841], [-4.7278, -4.5538, -0.9452], [-5.5096, -5.0679, -1.7193], [-3.3899, -4.0956, -1.3882], [-2.5326, -3.5359, -0.5382], [-2.8814, -3.3490, 0.8915], [-2.1068, -2.8452, 1.6720], [-4.4573, -3.6556, 2.3814], [-6.0605, -4.7056, 0.7859], [-3.1562, -4.2412, -2.4350], [-1.5513, -3.1934, -0.8413]],
  "forces_ev_per_a": [[-0.13, 0.08, 0.60], [0.35, 0.01, -0.17], [-0.82, -0.46, -0.33], [0.25, -0.08, 0.63], [2.11, 2.60, 0.32], [-0.66, -0.46, -0.12], [-0.09, -0.69, 0.17], [-0.45, -0.02, -0.39], [-1.02, -1.02, 0.50], [0.43, 0.11, -0.12], [-0.35, -0.57, 0.04], [0.04, -0.06, -0.26], [0.04, 0.06, -0.25], [0.17, -0.02, 0.08], [-0.15, 0.10, -0.07], [-0.14, -0.02, 0.15], [0.15, -0.03, -0.16], [-0.04, 0.14, -0.33], [-0.03, -0.07, -0.20], [-0.24, 0.01, 0.04], [-0.51, -0.49, -0.21], [0.44, -0.01, 0.15], [0.09, 0.06, -0.36], [-0.23, 0.00, 0.04], [0.01, 0.09, 0.22], [0.17, -0.13, 0.20], [0.19, 0.02, 0.10], [-0.06, 0.15, -0.12], [0.15, 0.34, 0.06], [-0.11, 0.04, 0.05], [0.03, -0.04, -0.15], [0.37, 0.39, -0.11], [-0.02, 0.00, -0.09], [0.08, -0.04, 0.03], [-0.16, 0.06, 0.11], [0.18, -0.07, -0.11], [-0.04, 0.06, 0.06], [-0.01, 0.00, -0.07], [-0.01, 0.01, 0.10], [0.01, -0.01, -0.02], [0.01, 0.00, 0.04], [-0.04, 0.02, -0.01], [-0.05, -0.07, -0.08], [0.02, 0.00, 0.01], [-0.10, -0.03, -0.02], [0.03, 0.03, 0.07], [0.00, -0.01, -0.06], [-0.01, -0.01, 0.01], [0.03, 0.02, 0.05], [0.01, -0.06, -0.10], [0.02, 0.09, 0.00], [0.09, -0.03, 0.07], [0.04, 0.03, 0.01], [-0.01, -0.01, -0.04], [-0.03, -0.01, -0.01], [-0.01, -0.01, 0.05]]
}

***

[2]
{
  "formula": "C20H29GeN3OY",
  "method": "ωB97M-V with the def2-TZVPD basis set",
  "lumo_ha": -0.362,
  "e_homo_ev": -18.13,
  "spin_multiplicity": 1,
  "total_energy_ha": -3133.313160,
  "charge": 3,
  "relative_energy_kcal_mol": 19.7,
  "species": ["Y", "O", "C", "N", "C", "C", "C", "C", "C", "C", "N", "C", "C", "C", "C", "C", "N", "H", "H", "H", "H", "H", "H", "H", "H", "H", "H", "C", "C", "C", "C", "Ge", "C", "C", "C", "C", "H", "H", "H", "H", "H", "H", "H", "H", "H", "H", "H", "H", "H", "H", "H", "H", "H", "H", "H"],
  "coordinates": [[-0.7901, -0.7223, -0.0930], [1.0062, 0.0837, -3.6152], [0.6939, 0.2403, -2.4667], [0.7932, -0.7190, -1.4540], [1.2323, -2.0357, -1.9410], [0.0589, -2.9833, -2.0530], [0.1010, -4.0915, -2.8809], [-1.0010, -4.9264, -2.9573], [-2.1306, -4.6339, -2.1962], [-2.1034, -3.5254, -1.3869], [-1.0305, -2.7066, -1.2986], [0.0647, 1.5311, -2.0099], [0.2990, 2.7065, -2.6875], [-0.3170, 3.8685, -2.2385], [-1.1630, 3.8052, -1.1386], [-1.3678, 2.5872, -0.5252], [-0.7656, 1.4546, -0.9403], [1.9933, -2.4476, -1.2727], [1.6892, -1.9292, -2.9256], [0.9851, -4.2798, -3.4752], [-0.9898, -5.7882, -3.6118], [-3.0165, -5.2510, -2.2384], [-2.9697, -3.2674, -0.7856], [0.9496, 2.6940, -3.5513], [-0.1449, 4.8096, -2.7442], [-1.6692, 4.6845, -0.7665], [-2.0507, 2.5050, 0.3133], [1.3656, -0.7850, 8.1982], [1.6366, -0.7918, 6.7066], [2.7042, 0.1772, 6.2052], [2.6781, 0.1540, 4.6673], [0.7630, 0.3295, 4.4769], [-0.4409, -0.8053, 3.4453], [0.1983, -1.9326, 2.6302], [-0.8254, -2.9369, 2.0871], [-0.1778, -4.1504, 1.4369], [0.5182, -1.4130, 8.4644], [1.1977, 0.2250, 8.5683], [2.2479, -1.1892, 8.6988], [0.6069, -0.4919, 6.2330], [1.8006, -1.7999, 6.3169], [3.6840, -0.0759, 6.6094], [2.4648, 1.1822, 6.5637], [3.0064, -0.8092, 4.2739], [3.2462, 0.9481, 4.1861], [0.1512, 1.6115, 5.0312], [-1.1468, -0.1748, 2.8809], [-1.0938, -1.2547, 4.2040], [0.8994, -2.4898, 3.2563], [0.8784, -1.5424, 1.8408], [-1.5430, -2.4553, 1.3835], [-1.4660, -3.2483, 2.9141], [0.5187, -3.8745, 0.6428], [-0.9254, -4.8196, 1.0148], [0.3781, -4.7117, 2.1878]],
  "forces_ev_per_a": [[-0.06, -0.31, 0.14], [0.15, -0.02, 0.06], [0.04, 0.17, 0.03], [-0.13, -0.20, -0.27], [-0.02, -0.02, -0.03], [0.07, -0.06, 0.00], [0.00, -0.01, 0.02], [-0.02, 0.03, 0.03], [0.03, -0.02, -0.01], [-0.10, 0.03, 0.08], [-0.02, 0.20, -0.29], [-0.03, 0.02, 0.03], [-0.03, 0.03, -0.03], [0.01, -0.03, -0.01], [-0.02, -0.02, 0.02], [-0.11, -0.01, -0.01], [0.13, 0.02, -0.02], [-0.03, -0.03, 0.00], [0.06, 0.04, 0.04], [0.00, 0.00, 0.00], [0.00, 0.00, 0.00], [0.00, 0.00, 0.00], [0.02, 0.00, 0.00], [0.00, 0.00, 0.00], [0.00, 0.00, 0.00], [0.00, 0.00, 0.00], [0.01, 0.01, 0.00], [0.04, -0.03, -0.02], [-0.07, 0.07, -0.04], [-0.09, 0.10, 0.00], [-0.01, -0.21, 0.04], [0.27, 0.21, 0.36], [-0.20, -0.12, 0.10], [0.02, 0.11, -0.10], [0.20, 0.06, -0.02], [-0.01, -0.05, 0.02], [0.00, 0.00, 0.00], [-0.02, 0.00, 0.00], [0.00, 0.01, 0.01], [0.01, 0.02, -0.09], [0.04, -0.01, 0.04], [0.00, -0.08, -0.05], [0.10, 0.00, 0.04], [0.05, 0.03, -0.01], [-0.06, 0.06, 0.01], [-0.11, -0.02, -0.06], [0.14, 0.10, -0.01], [0.00, 0.01, 0.02], [-0.01, -0.02, 0.00], [-0.09, 0.01, -0.07], [-0.12, -0.11, 0.11], [-0.07, 0.02, -0.04], [0.03, 0.00, 0.01], [0.00, 0.00, 0.00], [0.02, 0.00, -0.01]]
}

***

[3]
{
  "formula": "C20H29InO4",
  "method": "ωB97M-V with the def2-TZVPD basis set",
  "lumo_ha": -0.041,
  "e_homo_ev": -7.53,
  "spin_multiplicity": 1,
  "total_energy_ha": -1270.409330,
  "species": ["O", "C", "C", "H", "H", "C", "H", "H", "C", "H", "H", "H", "C", "H", "H", "H", "In", "C", "C", "C", "H", "C", "C", "H", "H", "H", "H", "C", "C", "C", "H", "C", "C", "H", "H", "H", "H", "O", "C", "C", "H", "H", "C", "H", "H", "C", "H", "H", "H", "H", "O", "C", "O", "H"],
  "coordinates": [[-0.0039, 0.3630, -0.1530], [0.8988, 0.4823, -1.3224], [0.0105, 1.5366, -1.9825], [0.9421, -0.4732, -1.8620], [1.8886, 0.8149, -0.9808], [-0.9342, 1.3248, -0.7805], [-0.4113, 1.2461, -2.9406], [0.4936, 2.5206, -2.0535], [-2.2384, 0.6387, -1.1128], [-2.0404, -0.2492, -1.7248], [-2.9079, 1.2951, -1.6711], [-2.7540, 0.3272, -0.1990], [-1.0487, 2.5783, 0.0548], [-0.0663, 3.0603, 0.1655], [-1.3950, 2.3528, 1.0599], [-1.7463, 3.2949, -0.3953], [0.4021, -0.9840, 1.7750], [0.7467, 1.7692, 4.2720], [1.5582, 0.6349, 4.1737], [2.1043, 0.5912, 2.8334], [1.7513, -0.0897, 4.9656], [1.6586, 1.7960, 2.1635], [0.8012, 2.4871, 3.0379], [0.2869, 3.4277, 2.8383], [0.1876, 2.0674, 5.1555], [2.9693, -0.0127, 2.5405], [2.0226, 2.1439, 1.2030], [-1.6601, -0.3152, 4.5898], [-1.9199, 0.8678, 3.8484], [-2.2187, 0.5174, 2.5269], [-1.8684, 1.8796, 4.2317], [-2.0086, -0.9068, 2.3838], [-1.7615, -1.4207, 3.7259], [-1.6703, -2.4721, 3.9976], [-1.4067, -0.3480, 5.6498], [-2.6181, 1.1679, 1.7564], [-2.2851, -1.4830, 1.4950], [0.1785, -1.1606, -3.5466], [-0.0846, -0.3523, -4.7432], [0.4708, -1.0459, -5.9908], [0.3806, 0.6504, -4.6609], [-1.1709, -0.1907, -4.8153], [1.3916, -2.1431, -5.4245], [1.0193, -0.3619, -6.6452], [-0.3457, -1.4840, -6.5678], [1.1679, -2.1491, -3.8978], [2.4385, -1.9032, -5.6574], [1.1471, -3.1097, -5.8707], [2.1056, -1.8761, -3.4102], [0.8569, -3.1329, -3.5145], [2.3368, -4.6032, 2.8812], [1.6871, -3.5716, 2.9008], [1.3842, -2.8262, 1.8428], [1.2779, -3.1709, 3.8544]],
  "forces_ev_per_a": [[0.61, -0.39, -0.61], [0.41, -0.48, 0.37], [0.32, -0.34, 0.24], [0.11, 0.56, 0.40], [-0.24, -0.05, -0.14], [-0.31, 0.94, -0.13], [0.04, 0.05, 0.19], [-0.40, -0.23, 0.10], [-0.02, -0.29, 0.09], [-0.04, 0.11, 0.10], [0.10, 0.10, 0.02], [0.05, 0.02, -0.14], [0.06, 0.26, 0.40], [-0.30, -0.15, -0.12], [0.06, 0.08, -0.07], [0.13, -0.18, -0.10], [-0.50, 1.54, 1.92], [1.19, -0.58, -0.03], [-1.07, 0.50, 0.45], [-0.66, -1.10, -1.05], [-0.09, 0.20, -0.32], [-0.74, 0.78, 0.70], [1.08, -0.49, -0.56], [0.18, -0.32, -0.02], [0.17, -0.11, -0.25], [-0.11, 0.43, 0.19], [-0.20, -0.14, 0.05], [-0.21, -1.17, -0.59], [-0.93, -0.39, -1.16], [0.53, 0.53, 0.95], [-0.26, -0.21, -0.06], [1.18, -0.39, -0.70], [0.60, 0.63, 0.81], [0.06, 0.33, -0.13], [-0.08, -0.07, -0.38], [0.27, -0.20, 0.26], [-0.49, 0.03, 0.56], [-0.15, -0.08, -2.26], [-0.10, 0.52, 0.26], [-0.20, -0.41, 0.39], [-0.05, -0.51, 0.26], [0.30, -0.13, 0.17], [0.08, 0.03, -0.08], [-0.19, -0.03, 0.20], [0.11, 0.02, 0.01], [0.19, -0.04, 0.03], [-0.29, -0.23, 0.11], [0.16, 0.09, 0.10], [0.05, -0.06, 0.20], [-0.04, 0.39, -0.11], [-0.83, 1.40, -0.23], [0.28, -0.54, 0.03], [0.03, -0.10, -0.23], [0.11, -0.12, -0.12]]
}

***

[4]
{
  "formula": "C20H29N2O2",
  "method": "ωB97M-V with the def2-TZVPD basis set",
  "lumo_ha": -0.103,
  "e_homo_ev": -11.25,
  "spin_multiplicity": 1,
  "total_energy_ha": -1039.292612,
  "smiles": "CCc1n(C[C@H](O)COC[C@@H]2CC=CCC2)c2ccccc2[n+]1C",
  "charge": 1,
  "relative_energy_kcal_mol": 23.7,
  "species": ["C", "C", "C", "N", "C", "C", "O", "C", "O", "C", "C", "C", "C", "C", "C", "C", "C", "C", "C", "C", "C", "C", "N", "C", "H", "H", "H", "H", "H", "H", "H", "H", "H", "H", "H", "H", "H", "H", "H", "H", "H", "H", "H", "H", "H", "H", "H", "H", "H", "H", "H", "H", "H"],
  "coordinates": [[4.6778, 2.2833, 0.3635], [3.2195, 2.0548, 0.7849], [2.7655, 0.7011, 0.3876], [2.1743, 0.3956, -0.7764], [1.7037, 1.3360, -1.7645], [0.3078, 1.8774, -1.3957], [0.3530, 2.3062, -0.0570], [-0.8069, 0.8348, -1.5671], [-1.9587, 1.4117, -1.0049], [-3.1439, 0.6508, -1.1577], [-3.1722, -0.6567, -0.3525], [-4.5803, -1.2544, -0.4055], [-5.5280, -0.5412, 0.5105], [-5.1419, 0.2513, 1.4956], [-3.7071, 0.5417, 1.8093], [-2.7697, -0.4396, 1.1092], [1.9660, -0.9700, -0.8195], [1.4108, -1.8066, -1.7806], [1.3701, -3.1554, -1.4905], [1.8669, -3.6661, -0.2889], [2.4311, -2.8465, 0.6672], [2.4745, -1.4879, 0.3826], [2.9653, -0.4140, 1.0990], [3.5943, -0.5503, 2.3865], [5.3428, 1.5704, 0.8443], [4.9827, 3.2842, 0.6527], [4.7939, 2.1882, -0.7131], [3.1277, 2.1700, 1.8651], [2.5702, 2.7999, 0.3285], [2.4041, 2.1697, -1.8236], [1.6638, 0.8383, -2.7335], [0.0873, 2.7292, -2.0568], [-0.5646, 2.4570, 0.2125], [-0.5425, -0.0927, -1.0395], [-0.9613, 0.6078, -2.6317], [-3.3008, 0.4283, -2.2226], [-3.9427, 1.3121, -0.8202], [-2.4715, -1.3663, -0.8113], [-4.5391, -2.3095, -0.1167], [-4.9632, -1.2190, -1.4285], [-6.5774, -0.7269, 0.3345], [-5.8716, 0.7430, 2.1224], [-3.4744, 1.5676, 1.5065], [-3.5538, 0.4880, 2.8900], [-2.8139, -1.4044, 1.6188], [-1.7408, -0.0754, 1.1717], [1.0272, -1.4270, -2.7132], [0.9449, -3.8356, -2.2111], [1.8112, -4.7276, -0.1090], [2.8218, -3.2454, 1.5886], [4.5203, -1.1193, 2.2879], [2.9265, -1.0843, 3.0634], [3.8218, 0.4238, 2.8091]],
  "forces_ev_per_a": [[-0.11, -0.02, 0.08], [0.23, 0.21, -0.08], [-0.03, 0.21, 0.09], [0.33, -0.16, 0.46], [-0.63, 0.68, -0.04], [-0.26, -0.29, -0.40], [0.03, 0.07, 0.16], [0.20, 0.11, 0.13], [0.37, 0.20, -0.02], [-0.32, -0.29, 0.08], [0.18, 0.10, -0.03], [0.23, 0.04, -0.06], [-0.12, -0.16, -0.10], [0.02, 0.20, 0.17], [0.13, -0.16, -0.05], [0.03, 0.12, -0.11], [0.23, -0.84, 0.50], [0.05, 0.13, 0.07], [-0.02, 0.06, -0.04], [0.03, 0.01, 0.06], [0.03, 0.14, 0.01], [-0.44, -0.21, -0.83], [-0.24, 0.29, -0.46], [0.31, -0.08, 0.54], [0.11, -0.06, 0.02], [0.06, 0.07, 0.01], [0.04, -0.01, -0.10], [-0.13, -0.01, -0.05], [-0.02, -0.12, 0.13], [0.01, -0.13, -0.06], [0.12, 0.05, 0.04], [0.08, -0.15, 0.02], [0.00, -0.03, 0.01], [-0.03, 0.07, -0.05], [0.04, 0.00, 0.02], [-0.02, 0.05, 0.07], [-0.03, -0.06, -0.08], [-0.07, 0.03, 0.02], [-0.01, -0.02, -0.12], [-0.03, -0.08, -0.03], [-0.17, 0.05, 0.07], [-0.20, 0.01, 0.02], [0.03, 0.06, 0.08], [0.02, 0.09, -0.02], [0.05, -0.03, 0.03], [0.04, -0.06, 0.02], [-0.07, 0.04, -0.12], [-0.04, -0.06, -0.08], [0.00, -0.10, 0.03], [0.05, -0.06, 0.12], [-0.04, 0.06, -0.01], [0.00, 0.07, -0.04], [-0.03, -0.03, -0.04]]
}